Entry 1:
This record from the OMol25 dataset describes a single C28H32N4O4 molecule at a distorted geometry. The level of theory is the ωB97M-V functional and the def2-TZVPD basis.

Its SMILES is CC(=O)Nc1ccc(N(C(=O)c2ccco2)[C@H](C(=O)NC2CCCC2)c2ccc(N(C)C)cc2)cc1. The value obtained for the HOMO-LUMO gap is 7.95 eV. For the highest occupied orbital energy, the calculation gives -7.4 eV. The net charge is 0. The energy above the lowest of the compared OMol25 structures with the same formula, charge and spin comes out at 167.76 kJ/mol. As for the energy: -1606.19573 a.u. The value obtained for the max |F| is 1.29 eV/A.

Structure (XYZ):
```
68
Properties=species:S:1:pos:R:3:forces:R:3:lowdin_charge:R:1
C -6.1176 -1.7386 2.2278 -0.110 0.033 -0.218 0.001
C -5.0299 -1.5358 1.1921 -0.243 -0.060 0.466 -0.515
O -5.2604 -1.2816 0.0319 -0.047 0.031 -0.284 0.054
N -3.7796 -1.6677 1.7225 0.155 -0.119 0.395 0.121
C -2.5452 -1.4743 1.0906 0.329 0.095 -0.177 -0.217
C -2.4053 -1.4989 -0.2936 -0.123 -0.064 -0.097 0.015
C -1.1774 -1.2323 -0.8625 0.217 0.049 0.317 0.005
C -0.0810 -0.9325 -0.0632 -0.514 -0.298 0.282 -0.247
N 1.1148 -0.4500 -0.6580 -0.024 0.075 0.019 0.082
C 2.0869 -1.2090 -1.2009 -0.080 0.106 0.102 -0.366
O 3.0772 -0.7168 -1.7395 0.047 -0.245 -0.190 0.042
C 1.9483 -2.6682 -1.1239 0.955 -0.615 -0.611 -0.166
C 2.7883 -3.6042 -1.6769 -0.419 0.704 0.263 0.014
C 2.2614 -4.8635 -1.3258 -0.432 -0.031 0.285 -0.046
C 1.1469 -4.6057 -0.5843 0.427 -0.560 -0.275 -0.093
O 0.9491 -3.2888 -0.4560 -0.123 0.030 0.128 0.044
C 1.2191 1.0257 -0.7513 0.078 0.278 -0.078 -0.106
C 2.1133 1.4830 0.4199 0.047 0.005 -0.577 -0.412
O 1.7057 1.8765 1.4947 -0.263 0.086 0.416 0.060
N 3.4158 1.3604 0.1158 0.368 0.035 -0.165 0.106
C 4.4744 1.5664 1.0797 -0.162 0.204 0.231 -0.284
C 5.1122 0.2215 1.4995 0.072 -0.018 0.133 -0.124
C 6.6025 0.3403 1.1709 0.005 -0.087 -0.086 -0.194
C 6.6395 1.3415 0.0205 0.116 0.105 0.177 -0.196
C 5.6162 2.3860 0.4567 0.021 -0.044 -0.065 -0.141
C -0.1727 1.5911 -0.8314 0.162 0.357 -0.031 -0.189
C -0.7920 1.6524 -2.0767 0.105 0.042 0.187 -0.041
C -2.1383 1.9152 -2.1919 -0.105 -0.080 -0.117 -0.022
C -2.9393 2.1139 -1.0592 0.325 0.059 0.016 -0.238
N -4.3018 2.3217 -1.1940 -0.242 0.222 0.010 -0.192
C -5.0685 2.6747 -0.0235 0.088 0.041 -0.021 -0.084
C -5.0509 1.4638 -2.0908 -0.086 -0.110 -0.072 -0.061
C -2.2877 2.1542 0.1779 -0.268 -0.012 -0.037 -0.004
C -0.9381 1.8892 0.2876 0.145 0.122 -0.073 -0.023
C -0.2031 -0.9671 1.3182 0.033 -0.086 -0.282 0.000
C -1.4273 -1.2484 1.8901 -0.145 -0.047 -0.046 -0.007
H -7.0881 -1.6623 1.7462 0.026 0.005 -0.017 0.084
H -6.0217 -2.7198 2.6878 -0.003 -0.062 0.082 0.083
H -6.0447 -0.9785 3.0034 0.004 0.037 0.092 0.083
H -3.7225 -1.7896 2.7245 -0.119 0.002 -0.191 0.142
H -3.2625 -1.6915 -0.9159 -0.032 -0.005 -0.023 0.107
H -1.0704 -1.2264 -1.9363 0.013 0.037 -0.101 0.132
H 3.6622 -3.3949 -2.2580 0.167 0.128 -0.102 0.118
H 2.6551 -5.8242 -1.5863 0.020 -0.231 -0.016 0.103
H 0.4365 -5.2535 -0.1094 -0.148 0.008 0.099 0.126
H 1.7554 1.2327 -1.6861 -0.123 -0.024 0.194 0.152
H 3.6669 0.8680 -0.7362 -0.265 0.040 0.051 0.116
H 4.0151 2.0839 1.9254 0.100 -0.084 -0.134 0.141
H 4.6630 -0.5806 0.9112 -0.035 -0.025 0.029 0.109
H 4.9401 0.0032 2.5521 -0.063 -0.065 0.019 0.109
H 7.1457 0.7446 2.0267 0.072 0.000 0.024 0.109
H 7.0428 -0.6200 0.9077 0.078 -0.036 0.066 0.105
H 6.3145 0.8592 -0.9024 0.015 -0.044 -0.115 0.111
H 7.6300 1.7651 -0.1382 0.036 -0.018 -0.114 0.105
H 6.0535 3.0402 1.2116 0.043 0.042 0.025 0.113
H 5.2569 3.0016 -0.3662 -0.029 0.104 0.051 0.112
H -0.2109 1.4714 -2.9713 0.062 -0.042 -0.098 0.120
H -2.5765 1.9618 -3.1770 -0.057 0.024 -0.072 0.104
H -6.0577 2.9974 -0.3492 0.001 -0.003 0.046 0.087
H -5.1949 1.8321 0.6703 0.001 -0.015 0.065 0.086
H -4.5933 3.5045 0.4969 -0.040 0.005 0.067 0.087
H -5.9308 2.0018 -2.4481 0.002 -0.039 -0.054 0.087
H -5.3777 0.5512 -1.5774 -0.006 -0.001 -0.054 0.074
H -4.4496 1.1775 -2.9467 -0.033 0.003 -0.049 0.072
H -2.8402 2.3491 1.0827 -0.103 0.009 0.078 0.099
H -0.4752 1.8956 1.2603 0.025 -0.042 0.042 0.106
H 0.6493 -0.7359 1.9380 0.101 0.058 0.056 0.127
H -1.5258 -1.2576 2.9666 -0.023 0.030 0.125 0.113
```
Positions in Å, forces in eV/Å.


Entry 2:
This record from the OMol25 dataset describes C28H32N5O5PS4Ti as an isolated structure at a distorted geometry. The level of theory is the ωB97M-V functional and the def2-TZVPD basis.

As for the multiplicity: 2. The value obtained for the HOMO-LUMO gap (alpha / beta) is 5.50 / 5.50 eV. For the highest occupied orbital energy (alpha / beta), the calculation gives -15.6 / -15.6 eV. The net charge is +3. The energy above the lowest of the compared OMol25 structures with the same formula, charge and spin comes out at 162.06 kJ/mol. As for the energy: -4519.10150 a.u. The value obtained for the max |F| is 4.15 eV/A.

Structure (XYZ):
```
76
Properties=species:S:1:pos:R:3:forces:R:3:lowdin_spin:R:1
Ti 0.0900 0.3482 -0.0471 -2.265 -2.766 -1.170 0.909
O 2.2571 0.6622 -3.7334 0.196 0.469 0.142 -0.001
C 1.6051 0.8210 -2.6170 -1.310 -1.820 -0.272 0.002
O 0.6553 0.1148 -2.2360 1.244 0.837 -0.751 0.010
C 1.9664 1.9456 -1.7541 -0.394 0.545 1.220 0.005
C 2.9035 2.9294 -1.9975 -0.026 0.263 0.207 -0.001
C 2.9895 4.0048 -1.1043 -0.043 -0.461 -0.374 0.004
C 2.0605 4.1093 -0.0858 -0.726 -0.412 0.340 0.000
C 1.1179 3.0846 0.0967 1.630 -0.654 -2.011 0.006
N 1.1368 1.9559 -0.6790 1.792 3.555 -0.839 0.002
C 0.0316 2.9620 1.0314 -2.352 -1.004 1.510 0.025
O -0.3298 3.8780 1.9131 0.174 -0.797 -0.803 0.015
O -0.6016 1.8653 0.9978 0.715 3.795 1.514 0.000
H 1.9189 -0.0460 -4.3115 -0.121 -0.038 0.270 0.000
H 3.5307 2.8649 -2.8746 0.101 0.010 -0.024 0.000
H 3.7465 4.7624 -1.2349 0.026 0.113 -0.049 0.000
H 2.0714 4.9741 0.5599 -0.024 0.120 0.083 0.000
H 0.1010 4.7409 1.8110 0.066 -0.006 -0.031 0.000
S 5.5377 -4.8395 0.8779 -0.863 0.810 -0.093 0.000
N 4.1839 -4.8686 0.0180 -0.561 -0.477 -0.558 0.000
C 3.5204 -3.7315 0.1884 1.265 -0.104 0.753 0.000
C 2.2572 -3.3706 -0.3758 -0.780 0.590 -0.235 0.000
C 1.4995 -4.2167 -1.1974 -0.072 0.301 0.130 0.000
C 0.2870 -3.7638 -1.6707 0.159 0.080 0.084 0.000
C -0.1539 -2.4861 -1.3151 -0.093 -0.225 -0.122 0.003
N 0.5466 -1.6658 -0.5427 0.416 -1.068 0.012 0.005
C 1.7433 -2.0863 -0.0796 0.091 -1.038 -0.345 0.003
C 2.4763 -1.1680 0.7569 0.872 -0.081 0.568 0.004
N 1.9368 0.0538 0.9527 0.691 -0.197 0.214 0.004
C 2.5401 0.8855 1.7953 0.349 -0.012 0.112 0.003
C 3.7321 0.5801 2.4472 -0.180 0.033 -0.043 0.000
C 4.3335 -0.6406 2.2229 -0.366 -0.022 -0.259 0.002
C 3.6962 -1.5501 1.3697 -0.469 0.783 0.061 0.000
C 4.2134 -2.8459 1.0690 0.316 -1.398 -0.520 0.000
N 5.3469 -3.3777 1.5121 0.371 0.644 0.499 0.000
H 1.8854 -5.1969 -1.4309 -0.005 -0.126 -0.081 0.000
H -0.3151 -4.3777 -2.3240 -0.081 -0.003 0.023 0.000
H -1.0982 -2.1093 -1.6930 0.174 0.034 0.040 0.000
H 2.0760 1.8527 1.9555 0.085 -0.147 0.060 0.000
H 4.1741 1.3036 3.1114 0.058 0.101 0.093 0.000
H 5.2707 -0.9054 2.6852 0.126 -0.068 0.080 0.000
C -4.1041 -1.1285 -2.6671 0.468 0.044 -0.331 0.000
C -3.9631 -1.5505 -1.2145 0.450 0.322 0.113 0.000
S -2.7692 -0.6026 -0.1784 -1.008 -0.129 0.111 0.001
C -3.6243 0.9892 0.0918 0.340 -0.482 -0.130 0.001
C -3.5067 1.9630 -1.0682 0.437 0.185 -0.025 0.000
S -1.7642 2.0999 -1.6390 -0.389 0.194 -0.424 0.001
C -1.9024 2.0258 -3.4727 -0.013 0.138 0.391 0.000
C -2.7803 0.9527 -4.0954 0.141 -0.478 0.192 0.000
S -2.4875 -0.7318 -3.4454 -0.461 0.153 -0.251 0.001
H -4.7537 -0.2619 -2.7704 -0.019 -0.043 -0.024 0.000
H -4.5399 -1.9506 -3.2391 -0.093 0.124 0.098 0.000
H -3.5886 -2.5712 -1.1433 -0.039 -0.051 0.027 0.000
H -4.9340 -1.5145 -0.7196 0.053 -0.070 0.108 0.000
H -3.1320 1.4042 0.9751 -0.191 0.000 0.007 0.000
H -4.6731 0.7881 0.3197 0.080 0.077 0.081 0.000
H -3.8252 2.9561 -0.7446 -0.050 -0.080 -0.133 0.000
H -4.1151 1.6548 -1.9135 0.023 0.032 -0.007 0.000
H -0.8653 1.8984 -3.7835 0.001 0.084 -0.092 0.000
H -2.2498 3.0071 -3.8028 0.157 -0.019 -0.023 0.000
H -2.5640 0.9187 -5.1654 -0.085 0.116 0.064 0.000
H -3.8399 1.1786 -3.9893 0.040 0.021 -0.050 0.000
C -2.6607 -1.4475 3.1204 0.519 0.334 0.102 0.000
P -1.0592 -0.6020 3.0342 -0.071 -0.344 0.501 0.000
C 0.1398 -1.5306 4.0351 -0.447 0.325 -0.331 0.000
C -1.2304 1.0433 3.7948 0.001 -0.560 -0.310 0.000
O -0.5509 -0.5520 1.5882 -0.072 0.023 0.529 -0.002
H -2.9562 -1.5454 4.1611 -0.005 -0.028 0.196 0.000
H -2.5805 -2.4376 2.6753 0.046 0.004 -0.047 0.000
H -3.4164 -0.8755 2.5887 0.011 0.016 -0.020 0.000
H -0.1575 -1.4992 5.0791 -0.022 -0.021 0.173 0.000
H 1.1279 -1.0826 3.9336 0.022 0.047 -0.018 0.000
H 0.1756 -2.5690 3.7096 -0.028 -0.018 -0.061 0.000
H -1.6281 0.9258 4.7989 -0.027 -0.051 0.158 0.000
H -1.9065 1.6733 3.2216 -0.027 -0.044 -0.023 0.000
H -0.2551 1.5213 3.8575 0.072 0.023 0.016 0.000
```
Positions in Å, forces in eV/Å.


Entry 3:
This record from the OMol25 dataset describes C28H32N6O4PRuS as an isolated structure at a distorted geometry. The level of theory is the ωB97M-V functional and the def2-TZVPD basis.

As for the multiplicity: 2. The value obtained for the HOMO-LUMO gap (alpha / beta) is 5.47 / 5.79 eV. For the highest occupied orbital energy (alpha / beta), the calculation gives -13.6 / -13.7 eV. The net charge is +2. The energy above the lowest of the compared OMol25 structures with the same formula, charge and spin comes out at 55.39 kJ/mol. As for the energy: -2549.54487 a.u. The value obtained for the max |F| is 4.21 eV/A.

Structure (XYZ):
```
73
Properties=species:S:1:pos:R:3:forces:R:3:lowdin_spin:R:1
Ru 1.1039 0.3659 1.4131 0.122 4.209 0.009 0.872
O 4.9022 5.0219 0.3241 -0.666 0.911 -0.340 0.000
C 5.6106 3.9936 0.6754 0.653 -0.912 0.218 0.000
O 6.8111 3.9967 0.7928 -0.277 0.210 -0.029 0.000
C 4.9072 2.6954 0.9643 -0.487 -0.291 0.074 0.000
C 5.5754 1.5742 1.4359 -0.278 0.538 -0.255 0.000
N 4.6656 0.6061 1.5954 0.243 -0.383 0.223 0.000
N 3.4411 1.0167 1.2579 -1.905 -0.791 0.207 -0.005
C 3.5572 2.2878 0.8751 0.346 0.209 -0.024 0.000
C 2.3141 3.0286 0.4202 2.314 0.697 0.271 0.006
O 2.4208 4.1938 0.0710 -0.531 -0.424 0.004 0.005
O 1.2597 2.3324 0.4278 -2.286 -2.208 0.927 0.058
H 3.9171 4.8727 0.2037 0.681 -0.342 0.187 0.000
H 6.6199 1.4443 1.6403 0.189 -0.042 0.071 0.000
H 4.8196 -0.3223 1.9641 -0.054 0.201 -0.100 0.000
C -3.8803 -0.2284 -3.5388 0.130 0.282 -0.026 0.000
C -3.1537 1.0647 -3.1264 -0.038 -0.118 -0.215 0.000
C -1.7215 1.0176 -3.6652 -0.308 0.124 0.071 0.000
C -3.8660 2.2705 -3.7555 0.173 -0.139 0.034 0.000
C -3.2065 1.1619 -1.6154 0.062 -0.047 0.276 0.001
C -4.4639 1.3116 -0.9899 0.127 -0.017 0.084 0.002
C -4.6156 1.3654 0.3768 0.055 0.028 -0.014 0.000
C -3.4812 1.2455 1.1679 0.817 -0.123 -0.222 0.002
S -3.3259 1.2677 2.8927 0.804 -0.075 -0.224 0.005
C -1.6022 1.0153 2.7108 -1.149 0.123 -0.351 -0.002
N -1.2044 0.9198 1.4671 2.438 -1.029 1.075 -0.005
C -2.2124 1.0706 0.5695 -1.253 0.112 -0.480 0.000
C -2.0778 1.0606 -0.8181 -0.114 -0.026 0.004 0.000
C -0.6775 0.9451 3.8099 0.607 -0.220 0.290 0.015
C -1.0721 1.2723 5.1139 0.210 -0.126 -0.598 -0.007
C -0.1372 1.3155 6.1266 0.275 -0.022 0.076 0.035
C 1.1949 1.0301 5.8522 -0.291 0.032 -0.117 -0.011
C 1.5975 0.6890 4.5635 0.521 -0.344 -0.529 0.021
C 0.6735 0.6130 3.5313 -0.558 0.024 -1.255 -0.052
H -3.8787 -0.3172 -4.6210 -0.014 -0.072 -0.169 0.000
H -4.9124 -0.2306 -3.2021 -0.122 -0.043 0.041 0.000
H -3.3810 -1.1019 -3.1180 0.055 -0.151 0.061 0.000
H -1.7500 0.9371 -4.7481 0.024 -0.028 -0.120 0.000
H -1.1714 0.1558 -3.2842 0.113 -0.139 0.070 0.000
H -1.1795 1.9262 -3.4154 0.149 0.069 0.055 0.000
H -3.7917 2.2094 -4.8379 -0.022 0.036 -0.133 0.000
H -3.3997 3.1962 -3.4286 0.009 0.142 0.002 0.000
H -4.9195 2.3006 -3.4961 -0.110 0.037 0.016 0.000
H -5.3475 1.4017 -1.6000 -0.100 -0.004 -0.081 0.000
H -5.5842 1.4957 0.8305 -0.173 0.037 -0.020 0.000
H -1.0744 1.0157 -1.2211 0.010 0.023 -0.141 0.000
H -2.1054 1.5205 5.3091 -0.068 0.052 0.050 -0.001
H -0.4351 1.6014 7.1246 -0.009 -0.044 0.055 0.002
H 1.9261 1.0803 6.6429 0.130 0.008 0.037 -0.001
H 2.6495 0.4884 4.3856 -0.078 -0.013 -0.028 0.000
C -0.2351 -4.5651 -0.4157 -0.164 -0.583 0.302 0.001
N -0.7785 -3.4041 -1.2430 -0.026 -0.269 -0.280 0.001
C 0.0798 -3.2928 -2.5080 -0.217 0.019 -0.643 0.000
N 1.4418 -3.1638 -2.1719 0.176 0.094 0.133 -0.003
C 1.8980 -4.2995 -1.3896 0.173 -0.246 -0.047 0.000
N 1.1409 -4.3918 -0.1537 0.165 -0.149 0.035 0.010
C 1.4364 -3.3239 0.7738 0.185 0.393 0.561 0.019
P 0.9746 -1.6357 0.0949 -0.778 -1.535 0.139 0.031
C -0.7546 -2.1406 -0.4745 0.063 1.080 0.610 0.001
C 1.7902 -1.8930 -1.5829 0.493 0.984 0.023 -0.003
H -0.3908 -5.4829 -0.9906 -0.096 0.189 -0.021 0.000
H -0.8061 -4.6175 0.5151 -0.043 0.072 -0.158 0.000
H -1.7432 -3.6170 -1.5111 0.011 0.056 -0.012 0.000
H -0.2629 -2.4295 -3.0864 -0.117 -0.098 0.172 0.000
H -0.0741 -4.2044 -3.0922 -0.124 0.065 0.154 0.000
H 2.9598 -4.1965 -1.1717 -0.022 0.015 0.017 0.000
H 1.7558 -5.2157 -1.9662 -0.001 0.049 0.005 0.000
H 2.5073 -3.3375 0.9976 -0.108 0.049 0.045 0.001
H 0.8995 -3.4913 1.7136 0.095 0.059 -0.076 0.001
H -1.1658 -1.3313 -1.0898 -0.021 -0.168 0.048 0.000
H -1.3973 -2.2373 0.4071 0.043 -0.044 -0.130 0.001
H 2.8750 -1.8478 -1.4523 -0.084 0.079 0.001 0.000
H 1.5091 -1.0794 -2.2595 0.033 -0.039 0.104 0.000
```
Positions in Å, forces in eV/Å.